No. 1
The following is a quantum chemistry calculation of C36H47AsCrO4PSSe as an isolated structure, from the Open Molecules 2025 dataset.

Last column: Mulliken charge in e.
Geometry (Å):
Cr1 8.618 12.845 11.574  -0.063
S1 10.905 12.856 11.707  -0.255
C1 11.651 14.403 11.484  0.340
C2 12.978 14.599 11.906  -0.950
C3 13.589 15.829 11.651  -0.520
C4 12.919 16.845 11.016  -0.700
C5 11.628 16.665 10.577  -0.086
C6 10.972 15.439 10.803  -0.533
As1 8.985 15.209 10.791  1.705
C7 8.655 15.387 8.875  0.333
C8 7.318 15.369 8.511  -0.371
C9 6.935 14.910 7.277  -0.667
C10 7.875 14.501 6.352  -0.530
C11 9.199 14.454 6.700  -0.540
C12 9.612 14.956 7.949  -0.654
C13 8.319 16.963 11.358  0.346
C14 7.873 17.112 12.671  -0.576
C15 7.342 18.347 13.081  -0.769
C16 7.279 19.403 12.205  -0.435
C17 7.786 19.270 10.902  -0.653
C18 8.266 18.044 10.468  -0.255
H1 13.517 13.827 12.434  0.489
H2 14.646 15.955 11.911  0.309
H3 13.426 17.804 10.877  0.347
H4 11.108 17.524 10.087  0.256
H5 6.530 15.768 9.130  0.292
H6 5.882 14.958 7.016  0.395
H7 7.571 14.149 5.378  0.386
H8 9.933 13.986 6.053  0.399
H9 10.700 15.046 8.152  0.236
H10 7.893 16.243 13.290  0.617
H11 6.996 18.485 14.084  0.401
H12 6.863 20.361 12.502  0.364
H13 7.790 20.078 10.174  0.353
H14 8.552 17.915 9.429  0.306
O1 7.685 13.728 12.977  -0.507
Se1 6.000 13.687 12.312  1.150
O2 4.992 12.772 13.237  -0.693
O3 6.658 12.804 10.854  -0.717
O4 5.437 15.047 11.723  -0.664
C19 12.326 7.657 11.601  -0.855
C20 11.675 8.046 10.240  -0.962
C21 10.691 9.197 10.356  -0.416
C22 9.814 9.042 11.577  1.266
C23 10.650 9.093 12.862  -0.566
C24 12.128 8.729 12.696  -0.878
P1 8.399 10.298 11.593  -0.009
C25 7.169 9.901 12.981  0.186
C26 6.726 8.437 12.957  -0.568
C27 5.879 8.101 14.251  -0.869
C28 5.319 9.407 14.899  -0.675
C29 6.431 10.445 15.274  -0.848
C30 7.655 10.338 14.372  -0.586
C31 7.386 10.010 10.039  0.314
C32 7.830 10.887 8.844  0.028
C33 7.159 10.401 7.526  -1.083
C34 7.315 8.911 7.174  -0.800
C35 7.907 8.077 8.346  -0.781
C36 7.265 8.514 9.690  -0.982
H15 13.380 7.480 11.431  0.435
H16 11.952 6.692 11.956  0.334
H17 11.152 7.190 9.817  0.248
H18 12.505 8.245 9.547  0.545
H19 10.083 9.341 9.453  -0.266
H20 11.279 10.111 10.464  0.117
H21 9.363 8.013 11.631  0.569
H22 10.156 8.421 13.627  0.226
H23 10.560 10.094 13.325  0.233
H24 12.572 8.447 13.643  0.518
H25 12.701 9.642 12.402  0.255
H26 6.370 10.607 12.699  0.404
H27 7.563 7.760 12.823  0.066
H28 6.077 8.210 12.114  0.139
H29 6.475 7.531 14.963  0.309
H30 5.052 7.436 13.953  0.438
H31 4.701 9.096 15.749  0.482
H32 4.589 9.809 14.167  0.268
H33 6.725 10.332 16.321  0.493
H34 6.021 11.473 15.182  0.170
H35 8.366 9.621 14.781  0.315
H36 8.245 11.279 14.311  0.117
H37 6.390 10.374 10.371  0.837
H38 8.901 10.823 8.698  0.185
H39 7.540 11.912 9.033  -0.032
H40 7.410 11.052 6.688  0.384
H41 6.098 10.636 7.641  0.417
H42 7.888 8.740 6.254  0.376
H43 6.308 8.506 6.975  0.256
H44 9.001 8.125 8.353  0.086
H45 7.637 7.024 8.132  0.466
H46 7.656 7.860 10.500  0.356
H47 6.173 8.307 9.578  0.452

Calculated values
- Frontier orbital gap (alpha / beta): 6.0 / 7.5 eV
- Lowest unoccupied orbital energy (alpha / beta): 2.6 / 2.6 eV
- Spin multiplicity: 5
- Net charge: -1

=====

No. 2
The following is a quantum chemistry calculation of C36H47InN6O5PTe as an isolated structure, from the Open Molecules 2025 dataset.

Last column: Mulliken charge in e.
Geometry (Å):
In1 0.726 -0.992 2.400  1.492
O1 -0.306 -3.291 -0.821  -0.716
C1 -0.054 -3.140 0.413  -0.119
N1 1.052 -2.565 0.982  -0.077
C2 2.304 -2.479 0.349  0.094
C3 2.591 -2.796 -1.018  -0.849
C4 3.919 -2.819 -1.458  -0.685
C5 4.951 -2.409 -0.625  -0.659
C6 4.650 -1.942 0.636  -0.742
C7 3.343 -1.847 1.131  0.715
N2 2.951 -1.064 2.218  -0.142
C8 3.929 -0.331 2.888  0.380
O2 5.118 -0.605 2.933  -0.725
C9 3.501 0.847 3.707  0.498
C10 4.617 1.472 4.372  -0.933
C11 4.463 2.677 4.992  -0.372
C12 3.192 3.266 5.023  -0.856
C13 2.180 2.636 4.361  0.008
N3 2.314 1.463 3.727  -0.026
C14 -1.170 -3.507 1.365  0.716
C15 -2.152 -4.369 0.895  -0.544
C16 -3.188 -4.774 1.742  -0.358
C17 -3.205 -4.350 3.082  -0.928
C18 -2.145 -3.501 3.468  -0.295
N4 -1.160 -3.092 2.652  -0.107
H1 1.779 -3.223 -1.576  0.515
H2 4.109 -3.095 -2.484  0.427
H3 5.960 -2.357 -0.972  0.448
H4 5.444 -1.606 1.329  0.531
H5 5.504 0.876 4.365  0.571
H6 5.336 3.247 5.398  0.366
H7 2.980 4.250 5.377  0.409
H8 1.220 3.114 4.244  0.352
H9 -2.193 -4.774 -0.103  0.602
H10 -3.997 -5.366 1.368  0.472
H11 -3.998 -4.628 3.746  0.439
H12 -2.074 -3.215 4.495  0.562
N5 0.255 0.604 0.861  -0.451
C19 -0.798 1.619 1.262  -0.578
C20 -1.914 0.977 2.047  -0.043
C21 -1.944 1.266 3.591  -0.961
C22 -1.556 0.078 4.498  -0.524
N6 -0.117 -0.295 4.382  -0.445
H13 1.130 1.113 0.726  0.142
H14 0.057 0.190 -0.078  0.270
H15 -1.174 2.018 0.284  0.412
H16 -0.326 2.479 1.833  0.241
H17 -1.885 -0.119 1.787  0.120
H18 -2.872 1.342 1.602  0.437
H19 -2.931 1.630 3.863  0.416
H20 -1.225 2.078 3.733  0.228
H21 -2.257 -0.772 4.239  0.166
H22 -1.816 0.321 5.543  0.498
H23 0.185 -1.043 5.079  0.390
H24 0.471 0.522 4.504  0.167
C23 -4.757 -0.312 -1.614  -1.169
Te1 -3.252 -1.950 -1.858  0.181
C24 -4.966 -2.639 -3.060  -1.215
C25 -6.226 -1.893 -2.771  0.429
C26 -7.488 -2.397 -3.097  -0.546
C27 -8.668 -1.800 -2.608  -0.659
C28 -8.529 -0.669 -1.816  -0.445
C29 -7.264 -0.155 -1.509  -0.600
C30 -6.132 -0.764 -1.991  0.911
H25 -4.404 0.484 -2.287  0.450
H26 -4.598 -0.044 -0.551  0.280
H27 -5.096 -3.746 -2.908  0.460
H28 -4.586 -2.366 -4.042  0.387
H29 -7.560 -3.338 -3.604  0.429
H30 -9.638 -2.177 -2.902  0.399
H31 -9.368 -0.116 -1.455  0.403
H32 -7.140 0.630 -0.747  0.343
C31 5.041 1.188 -5.140  -0.846
C32 3.960 2.260 -5.189  -0.350
O3 3.522 2.594 -3.827  -0.179
P1 2.450 1.649 -3.016  -0.298
O4 2.770 2.053 -1.439  0.119
C33 3.181 3.459 -1.093  -0.203
C34 4.705 3.545 -0.977  -1.030
O5 1.054 2.504 -3.260  -0.236
C35 -0.020 1.941 -4.051  -0.216
C36 -0.992 3.111 -4.346  -1.105
H33 5.258 0.803 -6.116  0.395
H34 4.689 0.396 -4.459  0.180
H35 5.967 1.570 -4.682  0.268
H36 3.076 2.088 -5.825  0.271
H37 4.409 3.218 -5.504  0.262
H38 2.619 3.620 -0.189  0.384
H39 2.758 4.099 -1.884  0.304
H40 5.039 2.688 -0.387  0.253
H41 5.040 4.492 -0.442  0.359
H42 5.086 3.576 -2.032  0.184
H43 -0.508 1.161 -3.436  0.212
H44 0.403 1.441 -4.938  0.355
H45 -1.364 3.472 -3.364  0.235
H46 -1.806 2.740 -4.987  0.386
H47 -0.442 3.867 -4.956  0.308

Calculated values
- ΔE to the lowest compared entry with this formula, charge and spin: 0.0 kJ/mol
- Frontier orbital gap: 6.4 eV
- Lowest unoccupied orbital energy: -3.1 eV
- Net charge: +1

=====

Q: What is the net charge in the first record?
A: -1

=====

Q: Which value of net charge does entry 1 give?
A: -1

=====

Q: Which of these has the lowest net charge?
A: C36H47AsCrO4PSSe

=====

Q: What is the net charge in the first record?
A: -1